Below is 2 unconnected molecules or ions with the total composition C9H14 in a non-equilibrium geometry, with properties calculated with ωB97M-V/def2-TZVPD.

Calculated values
HOMO level: -0.32498 Eh
SMILES string: Cc1ccccc1.CC
LUMO energy: 1.0153 eV
DFT total energy: -9559.1825 eV

ORCA input file:
```
! RIJCOSX wB97M-V def2-TZVPD def2/J DEFGRID3
* xyz 0 1
C -3.981 -0.051 -0.180
C 1.699 0.232 1.460
C 2.457 -0.083 -2.277
C 2.369 0.290 0.263
C 0.430 -0.412 -0.872
C 1.761 0.035 -0.976
C 0.338 -0.114 1.528
C -3.176 0.539 0.957
C -0.255 -0.519 0.318
H -0.173 -0.607 -1.760
H -3.691 1.034 1.796
H 3.445 0.412 0.234
H -3.467 0.231 -1.105
H 2.217 0.146 2.404
H -4.235 -1.111 -0.153
H -0.181 -0.061 2.468
H -5.019 0.318 -0.248
H -1.238 -0.929 0.447
H -2.679 -0.243 1.552
H 2.900 0.872 -2.577
H -2.459 1.312 0.670
H 3.318 -0.773 -2.195
H 1.870 -0.486 -3.092
*
```

natural (NBO) population analysis, charges in e, atoms 1 to 6: C -0.634; C -0.212; C -0.637; C -0.222; C -0.225; C 0.000

Below is 2 unconnected molecules or ions with the total composition C9H14 in a non-equilibrium geometry, with properties calculated with ωB97M-V/def2-TZVPD.

Calculated values
HOMO level: -0.32470 Eh
SMILES string: Cc1ccccc1.CC
LUMO energy: 1.0274 eV
DFT total energy: -9558.0015 eV

ORCA input file:
```
! RIJCOSX wB97M-V def2-TZVPD def2/J DEFGRID3
* xyz 0 1
C 2.966 1.270 0.747
C 2.156 1.472 1.939
C -1.078 -0.546 1.356
C 0.887 1.031 2.125
C -2.090 -0.138 -1.908
C 0.329 0.162 1.063
C -1.418 -1.489 -1.963
C 2.316 0.423 -0.191
C 1.017 -0.050 -0.086
H -1.412 0.674 -1.495
H -2.968 -0.177 -1.183
H -1.724 0.311 1.753
H 0.458 -0.633 -0.751
H 3.890 1.822 0.652
H -1.689 -1.863 -0.951
H 0.118 1.297 2.865
H -0.796 -1.390 2.013
H -2.312 0.202 -2.914
H -1.991 -2.084 -2.669
H -0.410 -1.562 -2.277
H -1.493 -1.039 0.437
H 2.539 1.989 2.790
H 2.705 0.319 -1.351
*
```

natural (NBO) population analysis, charges in e, atoms 1 to 6: C -0.242; C -0.201; C -0.649; C -0.243; C -0.617; C 0.051

Below is 2 unconnected molecules or ions with the total composition C9H14 in a non-equilibrium geometry, with properties calculated with ωB97M-V/def2-TZVPD.

Calculated values
HOMO level: -0.31769 Eh
SMILES string: Cc1ccccc1.CC
LUMO energy: 0.9945 eV
DFT total energy: -9558.4915 eV

ORCA input file:
```
! RIJCOSX wB97M-V def2-TZVPD def2/J DEFGRID3
* xyz 0 1
C 2.231 -0.856 1.261
C 0.666 -2.751 1.697
C -1.902 1.181 -3.678
C 0.050 0.928 1.533
C 0.922 -1.357 1.479
C -1.971 1.097 -2.177
C -0.208 -0.444 1.417
C 2.491 0.525 1.455
C 1.393 1.347 1.727
H -1.125 0.704 -4.093
H -2.902 1.450 -1.705
H 1.539 -3.256 1.997
H 3.125 -1.485 1.020
H -2.856 0.818 -4.102
H -0.108 -2.946 2.480
H 0.404 -3.213 0.724
H 1.536 2.397 1.864
H 3.502 0.874 1.420
H -0.786 1.690 1.710
H -1.215 1.757 -1.487
H -1.290 -0.770 1.485
H -1.641 0.070 -2.063
H -1.859 2.240 -3.964
*
```

natural (NBO) population analysis, charges in e, atoms 1 to 6: C -0.213; C -0.637; C -0.599; C -0.207; C -0.016; C -0.616

Below is 2 unconnected molecules or ions with the total composition C9H14 in a non-equilibrium geometry, with properties calculated with ωB97M-V/def2-TZVPD.

Calculated values
HOMO level: -0.31715 Eh
SMILES string: Cc1ccccc1.CC
LUMO energy: 0.9363 eV
DFT total energy: -9557.5785 eV

ORCA input file:
```
! RIJCOSX wB97M-V def2-TZVPD def2/J DEFGRID3
* xyz 0 1
C 2.469 -0.749 1.360
C 1.966 -1.545 -0.983
C -3.237 -0.507 0.930
C 1.385 0.782 -0.335
C 1.534 -0.280 -1.370
C 2.259 -1.856 0.327
C -2.619 0.085 -0.364
C 0.591 2.022 -0.645
C 1.996 0.591 0.950
H -3.804 0.182 1.545
H 0.321 2.197 -1.688
H 1.011 3.065 -0.440
H 1.795 1.307 1.739
H 2.603 -2.710 0.807
H -3.193 0.192 -1.377
H -4.175 -1.162 0.689
H 1.157 -0.018 -2.387
H -0.318 1.984 -0.023
H 1.943 -2.405 -1.697
H -2.532 1.130 -0.178
H -1.704 -0.514 -0.578
H -2.576 -0.968 1.558
H 3.129 -0.826 2.160
*
```

natural (NBO) population analysis, charges in e, atoms 1 to 6: C -0.179; C -0.232; C -0.612; C -0.005; C -0.212; C -0.221

Below is 2 unconnected molecules or ions with the total composition C9H14 in a non-equilibrium geometry, with properties calculated with ωB97M-V/def2-TZVPD.

Calculated values
HOMO level: -0.33361 Eh
SMILES string: Cc1ccccc1.CC
LUMO energy: 1.0396 eV
DFT total energy: -9559.1190 eV

ORCA input file:
```
! RIJCOSX wB97M-V def2-TZVPD def2/J DEFGRID3
* xyz 0 1
C 1.557 2.554 -0.826
C 0.525 3.123 -0.129
C -0.699 1.052 -0.374
C -0.659 2.361 0.038
C 0.122 -0.792 -1.969
C -0.819 -1.499 2.119
C 1.463 1.215 -1.296
C 0.292 0.499 -1.236
C -0.534 -2.926 1.570
H -1.438 -0.968 1.399
H 0.484 4.176 0.105
H -1.593 0.453 -0.280
H -1.498 2.753 0.604
H 2.392 0.937 -1.771
H 0.335 -3.323 2.129
H 0.094 -0.914 2.201
H 0.940 -0.934 -2.686
H 2.474 3.079 -1.029
H -0.222 -3.005 0.534
H -1.161 -1.743 3.118
H 0.030 -1.810 -1.595
H -0.796 -0.682 -2.574
H -1.289 -3.605 1.948
*
```

natural (NBO) population analysis, charges in e, atoms 1 to 6: C -0.202; C -0.228; C -0.212; C -0.195; C -0.649; C -0.611

Below is 2 unconnected molecules or ions with the total composition C9H14 in a non-equilibrium geometry, with properties calculated with ωB97M-V/def2-TZVPD.

Calculated values
HOMO level: -0.32101 Eh
SMILES string: Cc1ccccc1.CC
LUMO energy: 0.9596 eV
DFT total energy: -9557.4522 eV

ORCA input file:
```
! RIJCOSX wB97M-V def2-TZVPD def2/J DEFGRID3
* xyz 0 1
C -2.320 -2.330 0.558
C 1.475 1.244 -1.416
C 0.513 1.175 1.268
C 0.250 2.311 0.455
C 1.833 1.117 -2.890
C 1.395 0.134 0.779
C 1.977 0.279 -0.477
C -2.124 -2.026 2.081
C 0.643 2.318 -0.887
H 1.279 -0.920 1.350
H -2.099 -1.474 -0.157
H 2.341 2.051 -2.942
H 0.020 1.182 2.311
H -2.460 -0.914 2.180
H 0.188 3.025 -1.666
H 2.524 0.347 -3.343
H -1.123 -2.139 2.542
H -2.771 -2.593 2.808
H -3.238 -2.995 0.370
H -0.436 2.993 0.993
H 0.867 0.807 -3.468
H 2.692 -0.532 -0.693
H -1.426 -3.059 0.245
*
```

natural (NBO) population analysis, charges in e, atoms 1 to 6: C -0.638; C 0.001; C -0.230; C -0.226; C -0.667; C -0.210

Below is 2 unconnected molecules or ions with the total composition C9H14 in a non-equilibrium geometry, with properties calculated with ωB97M-V/def2-TZVPD.

Calculated values
HOMO level: -0.32618 Eh
SMILES string: Cc1ccccc1.CC
LUMO energy: 0.9529 eV
DFT total energy: -9558.5090 eV

ORCA input file:
```
! RIJCOSX wB97M-V def2-TZVPD def2/J DEFGRID3
* xyz 0 1
C 0.778 1.395 0.521
C 2.189 1.373 0.827
C 0.237 2.753 0.249
C 2.726 0.199 1.346
C -0.036 0.344 0.878
C -2.387 -1.056 -1.437
C -1.647 -2.231 -2.009
C 0.535 -0.880 1.361
C 1.920 -0.898 1.408
H 2.367 -1.883 1.640
H 2.843 2.102 0.317
H -0.403 3.117 1.145
H -0.087 -1.710 1.529
H -3.461 -0.911 -1.651
H -2.196 -2.966 -2.653
H -1.906 -0.068 -1.550
H 0.928 3.546 0.275
H -2.628 -1.139 -0.361
H -0.814 -1.879 -2.579
H -1.118 0.366 0.958
H -0.416 3.093 -0.527
H 3.803 0.170 1.489
H -1.225 -2.835 -1.176
*
```

natural (NBO) population analysis, charges in e, atoms 1 to 6: C -0.037; C -0.199; C -0.649; C -0.214; C -0.207; C -0.634

Below is 2 unconnected molecules or ions with the total composition C9H14 in a non-equilibrium geometry, with properties calculated with ωB97M-V/def2-TZVPD.

Calculated values
HOMO level: -0.32675 Eh
SMILES string: Cc1ccccc1.CC
LUMO energy: 1.0480 eV
DFT total energy: -9559.0001 eV

ORCA input file:
```
! RIJCOSX wB97M-V def2-TZVPD def2/J DEFGRID3
* xyz 0 1
C 0.464 0.612 -1.608
C -1.795 0.733 -0.056
C -2.305 3.050 -0.868
C -0.456 1.621 -1.823
C 1.441 -2.335 2.104
C 2.588 -2.304 1.016
C -1.097 -0.486 -0.065
C -1.505 1.792 -0.911
C 0.095 -0.446 -0.772
H 0.645 -1.649 1.860
H -2.514 0.963 0.729
H 1.505 0.577 -1.900
H 3.551 -2.387 1.493
H 2.500 -1.255 0.724
H -3.338 2.830 -0.621
H 1.200 -3.395 2.169
H -2.067 3.709 -0.023
H -1.625 -1.320 0.368
H -2.268 3.657 -1.769
H 1.949 -2.030 3.017
H 2.532 -3.033 0.217
H 0.783 -1.258 -0.677
H -0.282 2.354 -2.604
*
```

natural (NBO) population analysis, charges in e, atoms 1 to 6: C -0.216; C -0.197; C -0.632; C -0.196; C -0.611; C -0.616

Below is 2 unconnected molecules or ions with the total composition C9H14 in a non-equilibrium geometry, with properties calculated with ωB97M-V/def2-TZVPD.

Calculated values
HOMO level: -0.33078 Eh
SMILES string: Cc1ccccc1.CC
LUMO energy: 1.0369 eV
DFT total energy: -9559.9228 eV

ORCA input file:
```
! RIJCOSX wB97M-V def2-TZVPD def2/J DEFGRID3
* xyz 0 1
C 1.285 1.904 -2.859
C -0.969 -1.065 -0.250
C 0.846 -1.008 1.862
C 0.389 -0.983 -0.507
C -1.044 -0.969 3.539
C -1.407 -1.107 1.059
C -0.230 1.835 -2.599
C -0.514 -1.085 2.136
C 1.292 -0.943 0.549
H -2.457 -1.209 1.299
H 1.604 1.183 -3.612
H 1.563 2.877 -3.271
H 1.551 -1.017 2.683
H -1.665 -1.079 -1.076
H -0.428 1.586 -1.561
H -2.062 -1.328 3.647
H 1.870 1.723 -1.964
H -0.748 1.139 -3.253
H -1.027 0.080 3.844
H -0.686 2.809 -2.789
H 2.360 -0.815 0.384
H -0.377 -1.499 4.222
H 0.853 -1.027 -1.486
*
```

natural (NBO) population analysis, charges in e, atoms 1 to 6: C -0.617; C -0.207; C -0.226; C -0.233; C -0.630; C -0.219

Below is 2 unconnected molecules or ions with the total composition C9H14 in a non-equilibrium geometry, with properties calculated with ωB97M-V/def2-TZVPD.

Calculated values
HOMO level: -0.30853 Eh
SMILES string: Cc1ccccc1.CC
LUMO energy: 0.9914 eV
DFT total energy: -9557.1863 eV

ORCA input file:
```
! RIJCOSX wB97M-V def2-TZVPD def2/J DEFGRID3
* xyz 0 1
C -1.130 -0.946 -1.408
C -2.036 1.224 2.123
C 1.026 -1.495 -0.453
C -0.753 0.506 2.511
C 1.313 -0.017 -0.563
C 2.303 0.634 0.400
C 0.494 0.825 -1.431
C -0.732 0.308 -1.835
C -0.185 -1.822 -0.836
H 0.053 0.646 1.772
H -0.537 -2.950 -0.765
H -1.805 2.380 2.111
H -0.735 -0.679 2.433
H 2.620 0.129 1.342
H 2.216 1.770 0.444
H 3.210 0.743 -0.236
H -2.776 1.230 2.669
H -1.468 1.121 -2.193
H 0.782 1.850 -1.583
H -2.162 -1.264 -1.675
H -2.396 1.053 1.123
H -0.471 0.901 3.465
H 1.666 -2.236 0.042
*
```

natural (NBO) population analysis, charges in e, atoms 1 to 6: C -0.255; C -0.567; C -0.256; C -0.618; C 0.045; C -0.688

Below is 2 unconnected molecules or ions with the total composition C9H14 in a non-equilibrium geometry, with properties calculated with ωB97M-V/def2-TZVPD.

Calculated values
HOMO level: -0.33512 Eh
SMILES string: Cc1ccccc1.CC
LUMO energy: 1.0378 eV
DFT total energy: -9559.8450 eV

ORCA input file:
```
! RIJCOSX wB97M-V def2-TZVPD def2/J DEFGRID3
* xyz 0 1
C 1.182 1.917 -2.221
C -1.237 0.740 2.160
C -0.968 -0.451 1.259
C -1.799 -0.674 0.167
C -1.513 -1.721 -0.702
C 0.318 -2.410 0.681
C 1.988 1.795 -0.905
C -0.479 -2.595 -0.431
C 0.077 -1.313 1.513
H -1.115 0.435 3.186
H -2.568 0.044 -0.087
H 3.024 1.721 -1.164
H -0.500 1.525 1.999
H -2.277 1.037 2.076
H 1.101 -3.118 0.916
H -2.111 -1.838 -1.597
H -0.333 -3.460 -1.066
H 1.768 1.460 -2.976
H 0.740 -1.232 2.365
H 1.070 2.971 -2.497
H 1.647 0.944 -0.313
H 1.827 2.641 -0.235
H 0.158 1.581 -2.127
*
```

natural (NBO) population analysis, charges in e, atoms 1 to 6: C -0.608; C -0.631; C -0.003; C -0.227; C -0.188; C -0.195